Entry 1:
ORCA calculation (ωB97M-V/def2-TZVPD) on 8 unconnected molecules or ions with the total composition C28H78N6O8.

Summary:
Charge: -1
ΔE to the lowest compared entry with this formula, charge and spin (kJ/mol): 219.6
Spin multiplicity: 2
Electronic energy (a.u.): -2043.73920
Gap between HOMO and LUMO (alpha / beta) (Ha): 0.05539 / 0.32472
E_HOMO (alpha / beta) (eV): 0.8 / -6.5

Each line ends with the Mulliken spin population.
CARTESIAN COORDINATES (ANGSTROEM)
C -0.480 -7.044 2.955  0.01
C 0.305 -5.758 2.519  -0.01
C 1.198 -5.086 3.637  0.01
O 0.324 -4.624 4.623  -0.01
C 0.914 -4.228 5.851  0.01
N 1.037 -6.252 1.448  -0.01
H -1.073 -7.497 2.160  -0.01
H -1.118 -6.645 3.744  0.00
H 0.198 -7.797 3.358  0.00
H -0.463 -5.144 2.047  0.02
H 1.806 -4.267 3.253  0.00
H 1.799 -5.902 4.038  0.00
H 1.604 -4.828 6.444  0.00
H 0.077 -3.882 6.456  0.00
H 1.506 -3.380 5.506  0.00
H 1.470 -7.090 1.808  0.00
H 1.874 -5.744 1.199  0.00
C -1.227 4.424 -2.768  0.26
C -2.766 4.316 -2.683  0.09
C -3.392 3.191 -1.899  -0.15
O -2.952 1.923 -2.326  -0.31
C -3.623 0.916 -1.597  0.12
N -3.349 5.570 -2.165  0.02
H -0.787 4.245 -1.787  0.21
H -0.893 5.427 -3.031  -0.33
H -0.801 3.709 -3.473  -0.04
H -3.216 4.082 -3.648  0.05
H -4.469 3.140 -2.058  0.03
H -3.182 3.341 -0.840  0.22
H -3.461 -0.055 -2.066  0.04
H -4.691 1.097 -1.722  0.04
H -3.434 0.781 -0.533  -0.01
H -3.136 6.314 -2.814  -0.06
H -2.911 5.828 -1.292  0.02
C -0.430 6.385 1.976  0.57
C -1.920 6.143 1.454  -1.17
C -2.892 5.708 2.598  0.17
O -3.155 6.702 3.608  -0.14
C -4.220 6.353 4.546  0.10
N -2.436 7.301 0.939  0.26
H -0.242 6.763 2.981  0.03
H 0.118 7.085 1.344  -0.09
H 0.208 5.517 1.812  -0.14
H -1.940 5.422 0.636  0.37
H -2.398 4.834 3.022  0.12
H -3.789 5.369 2.079  0.00
H -5.067 7.036 4.482  -0.01
H -3.895 6.524 5.572  -0.01
H -4.542 5.312 4.503  0.01
H -2.939 7.685 1.726  -0.02
H -1.789 8.055 0.757  -0.06
C -0.568 0.012 -5.048  0.53
C 0.542 0.178 -4.017  -0.99
C 1.482 1.349 -4.250  1.10
O 2.240 1.734 -3.095  -1.68
C 3.144 2.842 -3.272  2.05
N -0.082 0.415 -2.762  -0.33
H -1.046 -0.962 -4.948  0.09
H -0.168 -0.083 -6.057  -0.17
H -1.267 0.848 -5.017  0.02
H 1.086 -0.748 -3.832  -0.04
H 0.933 2.163 -4.723  0.17
H 2.147 1.031 -5.053  0.02
H 2.817 3.459 -4.109  -0.15
H 4.088 2.361 -3.526  -0.06
H 3.374 3.399 -2.364  -0.14
H 0.500 1.187 -2.470  0.02
H -1.029 0.699 -2.970  0.05
C 3.510 -4.451 -0.637  0.01
C 4.052 -3.150 -1.060  0.02
C 3.641 -2.885 -2.579  -0.10
O 4.403 -3.589 -3.568  -0.06
C 3.916 -3.532 -4.940  0.13
N 3.493 -2.079 -0.164  -0.01
H 3.822 -4.748 0.364  0.00
H 3.981 -5.201 -1.273  0.00
H 2.429 -4.463 -0.497  0.00
H 5.114 -3.238 -0.830  0.01
H 3.975 -1.859 -2.733  0.03
H 2.587 -2.966 -2.845  0.02
H 3.728 -2.492 -5.207  0.01
H 3.032 -4.149 -5.098  -0.01
H 4.774 -3.883 -5.515  -0.02
H 2.497 -2.239 -0.120  -0.01
H 3.471 -1.234 -0.717  0.01
C 0.426 -2.045 1.431  -0.05
C 0.184 -0.977 0.495  0.02
C 1.028 0.246 0.699  -0.53
O 0.493 1.194 1.623  -0.43
C -0.589 1.946 0.983  0.95
N 0.470 -1.710 -0.750  -0.04
H 0.305 -1.675 2.449  -0.01
H 1.459 -2.372 1.548  0.00
H -0.309 -2.849 1.388  0.01
H -0.873 -0.710 0.486  0.25
H 1.275 0.840 -0.181  0.20
H 2.012 -0.008 1.093  -0.06
H -0.203 2.923 0.692  -0.06
H -1.310 2.128 1.780  0.12
H -1.014 1.508 0.080  -0.14
H 0.174 -1.035 -1.441  0.06
H -0.152 -2.459 -1.017  -0.04
C -3.370 -2.987 -2.552  -0.03
C -2.795 -3.233 -1.120  0.12
O -1.518 -3.816 -1.232  -0.17
H -4.372 -2.561 -2.501  -0.01
H -3.452 -3.969 -3.019  -0.03
H -2.754 -2.309 -3.142  0.11
H -3.485 -3.826 -0.521  -0.05
H -2.685 -2.242 -0.679  0.06
H -1.462 -4.519 -0.580  0.04
C 2.836 -0.851 4.578  -0.01
C 2.203 0.521 4.570  0.02
O 0.810 0.490 4.693  -0.06
H 2.991 -1.156 5.613  0.00
H 3.872 -0.831 4.240  -0.01
H 2.226 -1.600 4.074  0.01
H 2.430 1.037 3.637  0.01
H 2.638 1.175 5.326  0.00
H 0.532 0.735 3.808  0.03

***

Entry 2:
ORCA calculation (ωB97M-V/def2-TZVPD) on 10 unconnected molecules or ions with the total composition C28H82N6O10.

Summary:
Charge: +1
ΔE to the lowest compared entry with this formula, charge and spin (kJ/mol): 0.0
Spin multiplicity: 2
Electronic energy (a.u.): -2196.37052
Gap between HOMO and LUMO (alpha / beta) (Ha): 0.32349 / 0.11035
E_HOMO (alpha / beta) (eV): -10.9 / -10.9

Each line ends with the Mulliken spin population.
CARTESIAN COORDINATES (ANGSTROEM)
C -2.264 -1.735 2.921  0.00
C -3.264 -0.715 2.329  0.00
C -4.479 -0.350 3.256  0.00
O -5.416 -1.505 3.230  0.00
C -6.253 -1.768 2.092  0.00
N -2.623 0.549 2.023  0.00
H -1.812 -1.371 3.843  0.00
H -1.417 -1.964 2.274  0.00
H -2.796 -2.652 3.176  0.00
H -3.690 -1.027 1.375  0.00
H -5.089 0.508 2.972  0.00
H -4.097 -0.240 4.271  0.00
H -6.834 -0.852 1.996  0.00
H -6.755 -2.717 2.281  0.00
H -5.610 -1.874 1.218  0.00
H -2.510 1.040 2.898  0.00
H -1.682 0.294 1.762  0.00
C -3.538 1.678 6.522  0.00
C -2.258 2.554 6.447  0.00
C -1.740 2.760 4.999  0.00
O -1.402 1.571 4.292  0.00
C -0.041 1.197 4.564  0.00
N -2.463 3.814 7.092  0.00
H -4.301 2.046 5.837  0.00
H -3.872 1.557 7.553  0.00
H -3.309 0.718 6.059  0.00
H -1.486 2.072 7.047  0.00
H -0.937 3.496 5.039  0.00
H -2.533 3.221 4.411  0.00
H 0.131 0.200 4.158  0.00
H 0.091 1.004 5.629  0.00
H 0.778 1.868 4.306  0.00
H -3.110 4.370 6.551  0.00
H -3.011 3.661 7.927  0.00
C 0.206 2.041 -3.886  0.00
C 1.194 3.041 -4.469  0.00
C 0.450 4.115 -5.327  0.00
O -0.172 3.647 -6.550  0.00
C -0.867 4.611 -7.256  0.00
N 1.901 3.660 -3.332  0.00
H 0.641 1.479 -3.060  0.00
H 0.134 1.256 -4.638  0.00
H -0.716 2.497 -3.526  0.00
H 1.905 2.565 -5.145  0.00
H 1.033 4.982 -5.639  0.00
H -0.364 4.506 -4.717  0.00
H -1.139 4.245 -8.246  0.00
H -0.354 5.570 -7.314  0.00
H -1.824 4.740 -6.750  0.00
H 2.429 4.423 -3.731  0.00
H 1.189 4.207 -2.870  0.00
C 3.278 -2.358 0.033  0.00
C 3.629 -2.019 1.489  0.00
C 4.555 -0.758 1.549  0.04
O 5.914 -0.998 1.101  0.01
C 6.766 0.126 1.055  0.00
N 2.293 -1.722 2.141  0.00
H 2.935 -1.502 -0.549  0.00
H 2.417 -3.021 -0.055  0.00
H 4.089 -2.726 -0.594  0.00
H 3.996 -2.871 2.061  0.00
H 4.725 -0.402 2.565  0.00
H 4.089 0.096 1.057  -0.02
H 7.069 0.485 2.039  0.00
H 6.354 0.976 0.510  0.00
H 7.674 -0.138 0.514  0.00
H 2.465 -1.591 3.128  0.00
H 1.832 -2.620 2.108  0.00
C 2.500 4.104 2.124  0.11
C 1.728 2.974 1.425  0.02
C 0.942 3.437 0.111  0.12
O 0.015 4.469 0.363  0.11
C -0.952 4.078 1.312  0.00
N 2.668 1.929 1.063  0.65
H 3.359 4.388 1.517  0.00
H 2.916 3.731 3.060  0.00
H 1.808 4.935 2.257  0.00
H 1.005 2.520 2.102  0.01
H 0.591 2.536 -0.392  -0.02
H 1.697 3.894 -0.529  0.00
H -1.357 3.101 1.048  0.00
H -1.691 4.871 1.199  0.00
H -0.533 4.064 2.318  0.00
H 2.222 1.043 1.255  -0.03
H 2.750 1.895 0.057  -0.03
C -1.991 -6.519 -3.697  0.00
C -3.024 -6.544 -2.601  0.00
C -3.238 -5.185 -1.937  0.00
O -2.071 -4.846 -1.243  0.00
C -2.125 -3.505 -0.755  0.00
N -4.270 -7.063 -3.119  0.00
H -1.732 -7.517 -4.050  0.00
H -1.061 -6.049 -3.379  0.00
H -2.327 -5.846 -4.485  0.00
H -2.874 -7.329 -1.860  0.00
H -4.044 -5.226 -1.205  0.00
H -3.501 -4.488 -2.733  0.00
H -2.173 -2.754 -1.544  0.00
H -1.262 -3.313 -0.118  0.00
H -2.942 -3.438 -0.037  0.00
H -4.365 -6.436 -3.905  0.00
H -4.996 -6.737 -2.497  0.00
C 0.882 -4.286 -2.507  0.00
O 1.360 -4.543 -3.818  0.00
H 1.748 -4.002 -1.909  0.00
H 0.117 -3.519 -2.389  0.00
H 0.450 -5.177 -2.052  0.00
H 1.987 -3.837 -3.989  0.00
C 0.226 -0.456 -0.262  0.01
O 0.336 -0.157 1.111  0.01
H 1.076 -0.144 -0.869  -0.01
H 0.132 -1.537 -0.367  0.00
H -0.718 -0.111 -0.685  0.00
H 1.060 -0.653 1.500  0.00
C 2.438 -1.297 -3.949  0.00
O 3.201 -2.206 -4.743  0.00
H 2.577 -0.270 -4.285  0.00
H 1.376 -1.537 -3.884  0.00
H 2.746 -1.228 -2.905  0.00
H 4.060 -1.780 -4.793  0.00
C 4.167 1.437 -2.802  0.00
O 3.031 1.578 -1.978  0.00
H 3.810 1.419 -3.831  0.00
H 4.792 2.323 -2.684  0.00
H 4.778 0.539 -2.708  0.00
H 2.563 2.320 -2.366  0.00

***

Entry 3:
ORCA calculation (ωB97M-V/def2-TZVPD) on 11 unconnected molecules or ions with the total composition C28H82N8O11.

Summary:
Charge: +1
Spin multiplicity: 2
Electronic energy (a.u.): -2381.18502
Gap between HOMO and LUMO (alpha / beta) (Ha): 0.32379 / 0.13450
E_HOMO (alpha / beta) (eV): -11.3 / -11.3

Each line ends with the Mulliken spin population.
CARTESIAN COORDINATES (ANGSTROEM)
C -4.598 -1.482 -2.740  0.00
C -3.400 -0.648 -2.274  0.00
O -3.053 0.377 -3.171  0.00
H -4.784 -2.118 -1.875  0.00
H -4.294 -2.003 -3.648  0.00
H -5.515 -0.895 -2.792  0.00
H -2.635 -1.381 -2.020  0.00
H -3.663 -0.149 -1.342  0.00
H -2.289 0.152 -3.706  0.00
C 2.277 -4.406 2.444  0.00
C 0.744 -4.134 2.144  0.00
O 0.128 -5.311 2.021  0.00
H 2.514 -4.521 3.502  0.00
H 3.006 -3.897 1.814  0.00
H 2.587 -5.409 2.150  0.00
H 0.472 -3.659 1.202  0.00
H 0.331 -3.629 3.017  0.00
H -0.659 -4.975 1.585  0.00
C 0.749 -1.290 -3.423  0.00
C 0.202 -1.553 -4.805  0.00
O -1.154 -1.109 -4.813  0.00
H 0.052 -1.593 -2.643  0.00
H 1.109 -0.274 -3.259  0.00
H 1.503 -2.044 -3.200  0.00
H 0.278 -2.606 -5.075  0.00
H 0.830 -0.972 -5.480  0.00
H -1.266 -0.813 -5.719  0.00
C 3.783 4.279 2.372  0.00
C 3.899 3.043 1.489  0.00
O 2.650 2.432 1.575  0.00
H 3.778 3.987 3.423  0.00
H 2.906 4.880 2.132  0.00
H 4.666 4.901 2.225  0.00
H 4.742 2.429 1.802  0.00
H 4.137 3.408 0.490  0.00
H 2.622 1.544 1.210  0.00
C 6.268 -1.877 -3.621  0.00
C 6.677 -0.567 -2.910  0.00
O 5.801 0.516 -3.293  0.00
H 5.277 -2.277 -3.402  0.00
H 6.884 -2.768 -3.505  0.00
H 6.120 -1.602 -4.666  0.00
H 7.715 -0.348 -3.160  0.00
H 6.541 -0.632 -1.831  0.00
H 5.938 1.254 -2.694  0.00
C 4.254 0.061 4.355  0.00
O 5.434 0.167 4.037  0.00
N 3.250 -0.026 3.558  0.00
N 3.853 -0.192 5.573  0.00
H 3.458 0.214 2.599  0.00
H 2.340 -0.023 3.996  0.00
H 2.887 -0.404 5.780  0.00
H 4.523 -0.242 6.326  0.00
C -0.780 4.299 0.824  0.00
O -0.741 3.474 -0.064  0.01
N 0.252 4.500 1.554  0.00
N -1.837 5.099 1.056  0.00
H 1.085 3.958 1.377  0.00
H 0.149 5.171 2.302  0.00
H -2.689 4.842 0.578  0.00
H -1.802 5.687 1.877  0.00
C 0.757 4.131 -6.343  0.00
C 1.254 3.037 -5.272  0.00
C 1.447 3.517 -3.843  0.00
O 2.286 2.628 -3.219  0.00
C 2.684 3.146 -2.000  0.00
N 0.241 1.968 -5.303  0.00
H 1.567 4.849 -6.467  0.00
H -0.159 4.673 -6.106  0.00
H 0.433 3.725 -7.302  0.00
H 2.140 2.473 -5.565  0.00
H 0.472 3.661 -3.377  0.00
H 1.863 4.524 -3.869  0.00
H 3.523 3.839 -2.060  0.00
H 3.069 2.250 -1.513  0.00
H 1.848 3.588 -1.458  0.00
H -0.584 2.402 -4.914  0.00
H 0.528 1.254 -4.648  0.00
C -4.685 2.521 5.348  0.00
C -4.117 1.236 4.727  0.00
C -3.701 1.377 3.271  0.00
O -4.841 1.651 2.466  0.00
C -4.693 1.362 1.124  0.00
N -2.822 1.077 5.429  0.00
H -5.587 2.776 4.792  0.00
H -3.979 3.350 5.381  0.00
H -4.899 2.290 6.392  0.00
H -4.671 0.298 4.700  0.00
H -3.191 0.481 2.917  0.00
H -3.100 2.262 3.058  0.00
H -4.140 2.182 0.667  0.00
H -5.700 1.266 0.717  0.00
H -4.247 0.374 1.011  0.00
H -2.243 0.594 4.757  0.00
H -3.068 0.387 6.124  0.00
C -0.833 -0.888 0.174  0.02
C 0.455 -0.314 0.861  0.00
C 1.550 -0.356 -0.190  0.13
O 2.839 -0.122 0.349  0.00
C 3.884 -0.521 -0.521  0.00
N 0.180 1.071 1.269  0.91
H -0.729 -1.911 -0.188  0.00
H -1.218 -0.177 -0.557  -0.01
H -1.632 -1.057 0.897  -0.01
H 0.678 -0.985 1.690  -0.01
H 1.312 0.555 -0.739  0.01
H 1.480 -1.196 -0.882  0.00
H 3.894 -1.593 -0.719  0.00
H 4.876 -0.322 -0.117  0.00
H 3.777 -0.026 -1.486  0.00
H -0.293 1.651 0.590  -0.02
H 0.884 1.719 1.592  -0.04
C -5.141 -2.903 1.493  0.00
C -4.974 -4.499 1.477  0.00
C -3.545 -5.094 1.038  0.00
O -3.325 -4.670 -0.292  0.00
C -2.098 -5.089 -0.857  0.00
N -5.414 -4.954 2.856  0.00
H -6.206 -2.717 1.351  0.00
H -4.542 -2.493 0.680  0.00
H -4.885 -2.577 2.501  0.00
H -5.510 -5.040 0.698  0.00
H -3.618 -6.181 1.003  0.00
H -2.784 -4.695 1.709  0.00
H -2.430 -5.397 -1.848  0.00
H -1.670 -5.890 -0.254  0.00
H -1.353 -4.304 -0.994  0.00
H -4.630 -4.672 3.427  0.00
H -6.178 -4.344 3.109  0.00